Computed, not measured: a structure of composition C24H19BClCoF4N4O2, with wB97M-V/def2-TZVPD.

Geometry (Å):
C  3.561  4.592  1.250
H  -3.777  2.712  0.987
H  4.174  5.426  1.564
C  -2.272  -3.438  -3.444
O  1.884  -1.348  1.013
F  1.088  1.049  3.061
C  1.458  3.488  1.144
H  -2.928  4.971  1.542
C  -1.827  1.827  0.883
N  -3.338  -4.606  -5.676
C  0.013  3.325  1.250
C  -2.277  -2.927  -1.030
C  2.125  -1.116  -0.181
C  -2.712  2.886  1.079
H  3.318  -2.874  -0.338
H  -1.758  -3.841  -6.747
N  -0.503  -0.566  1.253
Cl  4.262  -1.326  -1.857
H  -1.973  -2.449  3.580
H  5.171  3.524  0.286
C  2.210  4.576  1.547
N  2.020  2.440  0.528
C  -2.169  -2.733  1.456
F  2.730  0.328  4.540
H  -0.807  -2.237  -2.370
C  3.320  2.457  0.232
C  -1.634  -3.288  -4.668
C  -0.871  4.374  1.463
C  -1.694  -2.104  2.594
H  -2.836  -3.583  1.538
H  1.753  5.370  2.121
C  -0.467  2.045  0.978
C  -0.957  -1.165  0.155
H  -3.156  -3.558  -0.933
C  -1.720  -2.809  -2.231
C  -2.238  4.153  1.384
C  2.915  -2.115  -0.997
F  3.219  0.681  2.298
H  -0.654  -0.723  -0.785
F  2.816  2.472  3.688
C  -3.872  -4.686  -4.458
O  1.681  -0.056  -0.746
H  -2.227  0.854  0.646
H  -0.494  5.368  1.667
C  -1.789  -2.275  0.196
H  -0.446  -0.486  3.308
B  2.531  1.137  3.452
H  -4.793  -5.253  -4.371
C  4.123  3.531  0.553
N  -3.400  -4.147  -3.341
H  2.269  -2.568  -1.746
H  3.702  1.584  -0.282
C  -0.848  -1.020  2.458
C  -2.211  -3.904  -5.763
H  -0.726  -2.706  -4.757
Co  1.031  0.740  1.029

Properties
Total charge ... 0
E_HOMO (alpha / beta) ... -9.00 / -9.01 eV
Kohn-Sham gap (alpha / beta) ... 8.211 / 8.217 eV

Here are the Mulliken charges for atoms 1 to 5, given in e: -0.430, 0.434, 0.419, 0.429, -0.693